DFT (ωB97M-V with the def2-TZVPD basis set) results for a structure of composition C19H12Cl3NaO at a distorted geometry.

Energy relative to the best compared isomer or geometry (same formula, charge and spin) in kcal per mole: 23.5
Charge: 0

Positions of all 36 atoms, in Å:
Cl 1.251 -3.419 5.670
C 0.196 -1.325 1.503
Cl -0.492 -2.861 1.888
C -0.381 -0.156 2.228
O -1.205 -0.270 3.138
C 0.167 1.158 1.760
C 1.409 1.196 1.053
C 1.842 2.416 0.471
C 0.996 3.516 0.429
C -0.159 3.497 1.239
C -0.494 2.371 1.989
C 2.120 -0.025 0.904
Cl 3.808 0.037 0.588
C 1.511 -1.271 1.090
H 2.781 2.444 -0.088
H 1.210 4.366 -0.222
H -0.816 4.368 1.250
H -1.296 2.391 2.714
H 2.073 -2.188 0.901
C -3.800 -2.124 6.571
Na 0.989 -3.568 8.037
C -3.282 -2.572 5.328
C -1.877 -2.280 5.292
C -1.506 -1.629 6.499
C -2.688 -1.590 7.355
C -2.547 -1.066 8.648
C -1.297 -0.608 9.058
C -0.213 -0.487 8.167
C -0.317 -0.996 6.879
H -4.841 -2.224 6.910
H -3.818 -3.086 4.525
H -1.183 -2.453 4.493
H -3.412 -1.066 9.328
H -1.162 -0.241 10.066
H 0.712 0.016 8.465
H 0.461 -0.875 6.127

DFT (ωB97M-V with the def2-TZVPD basis set) results for a cluster of 2 separate species, C4H6S in total at a distorted geometry.

Energy relative to the best compared isomer or geometry (same formula, charge and spin) in kcal per mole: 102.6
Charge: 0

Positions of all 11 atoms, in Å:
C -1.120 2.099 -0.584
C -0.477 1.152 -0.327
C -0.231 -1.178 -0.003
C 0.427 0.168 0.005
S 1.965 0.074 -0.805
H -1.913 2.709 -0.898
H -0.510 -1.336 1.057
H 0.580 -1.948 -0.201
H -0.986 -1.333 -0.792
H 0.987 0.369 1.677
H 2.283 1.284 -0.475

DFT (ωB97M-V with the def2-TZVPD basis set) results for an isolated molecule of C7H16NO4P at a distorted geometry.

Energy relative to the best compared isomer or geometry (same formula, charge and spin) in kcal per mole: 16.6
Charge: 0

Positions of all 29 atoms, in Å:
C -2.391 -0.417 -0.726
C -3.430 2.458 -0.178
C 2.267 -3.280 -0.218
C 3.225 1.723 0.358
C -3.988 1.029 0.336
C 1.501 -2.708 0.950
C 1.816 1.604 -0.190
N -3.616 -0.025 -0.584
O -1.206 -0.191 -0.089
O 0.596 -0.779 -1.736
O 0.402 -1.859 0.595
O 1.152 0.554 0.485
P 0.360 -0.553 -0.343
H -2.327 -1.296 -1.377
H -2.360 2.625 -0.126
H -3.658 2.460 -1.191
H -3.755 3.273 0.482
H 2.571 -2.546 -0.859
H 3.150 -3.849 0.233
H 1.704 -3.937 -0.849
H 3.158 1.626 1.427
H 3.750 0.786 0.018
H 3.733 2.652 0.082
H -3.618 1.038 1.363
H -5.077 1.299 0.313
H 2.205 -2.171 1.560
H 0.923 -3.497 1.515
H 1.656 1.533 -1.261
H 1.255 2.447 0.012

DFT (ωB97M-V with the def2-TZVPD basis set) results for a structure of composition C2H6N3S at a distorted geometry.

Energy relative to the best compared isomer or geometry (same formula, charge and spin) in kcal per mole: 55.7
Charge: +1

Positions of all 12 atoms, in Å:
C -0.105 0.240 -0.487
C 0.722 0.260 0.778
N -1.274 -0.278 -0.526
N 0.464 0.765 -1.596
N -1.535 -0.819 1.149
S -0.523 0.173 2.076
H 1.456 -0.465 0.969
H 1.287 1.112 0.790
H 1.502 0.809 -1.533
H 0.063 0.605 -2.480
H -2.599 -0.615 1.348
H -1.353 -1.850 0.963

DFT (ωB97M-V with the def2-TZVPD basis set) results for an isolated molecule of C5H11NO at a distorted geometry.

Energy relative to the best compared isomer or geometry (same formula, charge and spin) in kcal per mole: 32.4
Charge: 0

Positions of all 18 atoms, in Å:
C 0.293 -0.988 1.608
N 0.178 -0.766 0.292
C -0.306 -1.923 -0.510
C -1.016 0.895 -1.014
C 0.354 0.497 -0.455
C 0.872 1.650 0.416
O 0.019 -0.179 2.486
H 0.846 -1.862 1.994
H -1.388 -1.839 -0.587
H -0.029 -2.782 0.101
H 0.201 -1.940 -1.474
H -0.988 1.769 -1.679
H -1.566 1.268 -0.146
H -1.439 0.143 -1.682
H 1.045 0.272 -1.271
H 0.163 1.933 1.192
H 1.761 1.336 0.958
H 0.999 2.516 -0.230

DFT (ωB97M-V with the def2-TZVPD basis set) results for a structure of composition C19H17BrIrN3O4S3SbSe at a distorted geometry.

Energy relative to the best compared isomer or geometry (same formula, charge and spin) in kcal per mole: 48.9
Charge: -1

Positions of all 50 atoms, in Å:
Ir 0.272 0.311 0.799
S 0.302 -1.316 4.632
Sb 3.501 0.292 3.010
S 0.910 0.032 3.336
S 4.164 -1.558 1.881
Br -0.845 -1.462 -1.988
C -2.499 -0.603 -1.609
C -3.439 -0.751 -2.589
C -4.734 -0.232 -2.416
C -5.047 0.395 -1.251
C -4.085 0.569 -0.226
C -4.474 1.217 0.967
C -3.575 1.394 1.973
C -2.252 0.951 1.812
C -1.789 0.327 0.672
C -2.738 0.093 -0.382
H -3.185 -1.286 -3.494
H -5.472 -0.358 -3.199
H -6.049 0.773 -1.081
H -5.501 1.551 1.062
H -3.867 1.880 2.895
H -1.566 1.135 2.631
C 2.487 3.228 -2.331
C 3.161 2.072 -1.978
C 2.438 1.011 -1.467
N 1.110 1.040 -1.294
C 0.468 2.147 -1.692
C 1.109 3.253 -2.215
H 3.029 4.096 -2.682
H 4.236 2.000 -2.059
H 2.946 0.100 -1.178
H -0.610 2.131 -1.582
H 0.536 4.127 -2.492
C 2.910 -4.371 -0.404
N 1.911 -3.556 0.255
C 1.123 -3.900 1.330
C 0.411 -2.789 1.654
N 0.761 -1.781 0.798
C 1.660 -2.270 -0.024
H 2.822 -5.397 -0.056
H 3.904 -3.991 -0.169
H 2.760 -4.348 -1.483
H 1.136 -4.885 1.763
H -0.308 -2.647 2.442
H 2.140 -1.734 -0.823
O 2.794 3.792 0.827
Se 1.951 2.717 1.668
O 2.570 1.132 1.314
O 0.386 2.589 1.181
O 2.125 2.876 3.263

DFT (ωB97M-V with the def2-TZVPD basis set) results for an isolated molecule of CH3NO at a distorted geometry.

Energy relative to the best compared isomer or geometry (same formula, charge and spin) in kcal per mole: 47.4
Charge: 0

Positions of all 6 atoms, in Å:
C 0.224 -0.376 0.167
N -0.202 0.549 0.892
O 0.021 -0.498 -1.250
H 0.706 -1.288 0.541
H -0.030 1.518 0.628
H -0.719 0.095 -0.979